DFT (the ωB97M-V functional and the def2-TZVPD basis) results for a single C5H5N3S molecule in a non-equilibrium geometry.

SMILES   N#C[C@H]1CC=CN=[N+]1[S-]
Spin multiplicity   1
LUMO (alpha / beta)   -1.67 / -1.67 eV
Frontier orbital gap (alpha / beta)   6.897 / 6.896 eV
HOMO energy (alpha / beta)   -8.562 / -8.562 eV

Last column: natural (NBO) charge in e.
CARTESIAN COORDINATES (ANGSTROEM)
C 0.540 -1.693 -0.045  0.26
C -1.233 0.452 0.567  -0.21
C -0.335 0.990 1.381  -0.07
C -0.915 0.034 -0.807  -0.45
C 0.536 -0.361 -0.765  -0.17
N 0.440 -2.704 0.423  -0.29
N 0.895 1.349 0.961  -0.19
N 1.382 0.628 -0.084  -0.23
S 2.920 0.860 -0.552  0.10
H -2.185 0.229 0.977  0.22
H -0.584 1.061 2.454  0.23
H -1.614 -0.902 -1.164  0.26
H -0.964 0.690 -1.573  0.23
H 1.117 -0.634 -1.771  0.30



DFT (the ωB97M-V functional and the def2-TZVPD basis) results for a single C5H5N3S molecule in a non-equilibrium geometry.

SMILES   C1=C/C=C\C/N=N\SN=1
Spin multiplicity   1
LUMO   -0.08 eV
Frontier orbital gap   8.400 eV
HOMO energy   -8.478 eV

Last column: natural (NBO) charge in e.
CARTESIAN COORDINATES (ANGSTROEM)
C -1.441 -1.898 0.182  0.45
C 0.204 0.664 -0.327  -0.26
C 0.398 -0.674 -0.508  -0.15
C -0.829 1.244 0.548  -0.33
C -0.235 -1.961 -0.293  -0.47
N -2.433 -1.435 0.706  -0.58
N -2.014 1.788 -0.081  -0.10
N -3.029 1.207 -0.352  -0.26
S -3.617 -0.309 -0.189  0.56
H 0.892 1.432 -0.730  0.22
H 1.355 -1.104 -1.005  0.22
H -1.195 0.492 1.221  0.21
H -0.601 2.071 1.157  0.23
H 0.435 -2.833 -0.563  0.26



DFT (the ωB97M-V functional and the def2-TZVPD basis) results for C5H5N3S as an isolated structure in a non-equilibrium geometry.

Spin multiplicity   1
LUMO (alpha / beta)   -0.06 / -0.06 eV
Frontier orbital gap (alpha / beta)   8.267 / 8.268 eV
HOMO energy (alpha / beta)   -8.328 / -8.328 eV

Last column: natural (NBO) charge in e.
CARTESIAN COORDINATES (ANGSTROEM)
C -1.081 0.468 1.274  -0.06
C -0.106 0.063 0.392  -0.17
C 0.463 0.118 -1.172  -0.19
C 0.663 -0.887 0.990  0.26
C -0.205 0.911 -2.178  -0.67
N -0.889 -0.187 2.404  -0.23
N 1.688 -1.545 0.397  -0.66
N 0.172 -1.061 2.225  -0.38
S 1.772 -0.957 -1.166  0.75
H -1.876 1.146 1.043  0.22
H -0.645 0.348 -3.000  0.24
H -1.008 1.429 -1.677  0.23
H 0.484 1.624 -2.624  0.24
H 0.568 -1.470 3.091  0.42



Energy above the lowest of the compared OMol25 structures with the same formula, charge and spin list, top to bottom, in eV: 3.102; 4.267; 1.184
E_tot list, top to bottom, in Ha: -755.83595; -755.79313; -755.90645